DFT (the ωB97M-V functional and the def2-TZVPD basis) results for the molecule C3H4O2S.

- relative energy (zero: lowest compared OMol25 entry of this formula, charge and spin) (kcal per mole) = 123.07
- highest occupied orbital energy (alpha / beta) (eV) = -9.44 / -9.81
- structure (SMILES) = O=S(=O)=C1CC1
- maximum force (eV/A) = 6.2

```
! RIJCOSX wB97M-V def2-TZVPD def2/J DEFGRID3
* xyz 0 1
C 1.16596 0.21955 0.69188
C -0.05994 0.57538 -0.04150
C 0.29848 -0.86343 0.26699
O 3.45286 -1.23629 -0.12365
O 3.80744 1.17429 0.30388
S 2.93529 0.11841 -0.16782
H -0.69663 1.07552 0.54060
H -0.02872 0.89838 -1.18661
H 0.80193 -1.65380 -0.47777
H -0.31255 -1.29661 1.10887
*
```

Let us look at the Mulliken charges, expressed in e, one per atom:
1 C 0.154
2 C -0.480
3 C -0.393
4 O -0.470
5 O -0.476
6 S 0.756
7 H 0.281
8 H 0.181
9 H 0.232
10 H 0.215